<a>
A 2-piece molecular cluster, C3H5NOS overall, computed with ωB97M-V/def2-TZVPD.

CARTESIAN COORDINATES (ANGSTROEM)
C 0.724 0.129 -1.918
C 0.705 1.434 -1.817
C -0.150 -0.554 2.053
N -1.898 -0.767 -0.122
O 0.585 2.647 -1.748
S -1.689 -0.101 1.150
H -0.084 -0.240 -2.559
H 1.373 -0.645 -1.578
H -0.168 -1.584 2.374
H -0.029 0.161 2.864
H 0.631 -0.479 1.300

<b>
C3H5NOS in the gas phase, computed with ωB97M-V/def2-TZVPD.

CARTESIAN COORDINATES (ANGSTROEM)
C -0.966 0.304 -0.636
O -0.157 1.324 -0.311
N 1.194 0.843 -0.042
C 1.525 0.125 1.248
C 2.038 1.440 0.869
S 2.952 2.665 1.217
H -1.950 0.736 -0.494
H -0.624 -0.662 -0.058
H -0.965 0.197 -1.699
H 1.831 -0.976 0.998
H 0.839 0.024 2.101

Results
SMILES string	CON1CC1=S

<c>
C3H5NOS in the gas phase, computed with ωB97M-V/def2-TZVPD.

CARTESIAN COORDINATES (ANGSTROEM)
C -1.219 -1.166 -0.133
C -0.585 0.125 0.191
S -1.164 1.182 1.282
C 0.853 0.192 -0.390
N 1.557 1.181 0.231
O 1.246 -0.501 -1.312
H -1.299 -1.751 0.746
H -2.245 -1.012 -0.442
H -0.628 -1.543 -0.948
H 1.035 1.815 0.851
H 2.447 1.478 -0.077

Results
SMILES string	CC(=S)C(N)=O

Which structure is the most stable? The one labeled <c>.

<a>
C3H5NOS in the gas phase, computed with ωB97M-V/def2-TZVPD.

CARTESIAN COORDINATES (ANGSTROEM)
C 1.629 0.864 -0.153
C 1.382 -0.394 0.172
O 0.247 -1.157 0.048
C -0.996 -0.784 -0.308
N -1.770 0.074 0.303
S -3.343 0.426 -0.037
H 0.875 1.528 -0.543
H 2.614 1.263 -0.018
H 2.162 -1.043 0.548
H -1.448 -1.418 -1.059
H -1.353 0.641 1.045

Results
SMILES string	C=CO/C=[NH+]/[S-]

<b>
C3H5NOS in the gas phase, computed with ωB97M-V/def2-TZVPD.

CARTESIAN COORDINATES (ANGSTROEM)
C -0.166 1.881 1.677
N 0.351 0.735 0.929
C -0.278 0.629 -0.234
O -0.923 1.531 -0.728
C -0.152 -0.737 -1.020
S 0.606 -2.108 -0.517
H -1.224 1.820 1.903
H 0.008 2.749 1.004
H 0.344 1.992 2.599
H 0.437 -0.096 1.480
H -0.763 -0.756 -1.924

Results
SMILES string	CNC(=O)C=S

<c>
C3H5NOS as an isolated structure, computed with ωB97M-V/def2-TZVPD.

CARTESIAN COORDINATES (ANGSTROEM)
C -0.957 1.261 -1.080
C -0.791 -0.187 -0.716
C 1.503 -1.024 1.690
H -1.228 1.441 -2.399
H -0.021 1.943 -0.816
H -1.955 1.312 -0.292
H -1.375 -0.811 -1.481
H 1.736 -2.068 0.962
N 0.007 -0.921 0.070
O 0.538 -0.282 1.168
S 2.543 -0.664 2.893

Which structure is the most stable? The one labeled <b>.

<a>
C3H5NOS in the gas phase, computed with ωB97M-V/def2-TZVPD.

CARTESIAN COORDINATES (ANGSTROEM)
C -0.483 -0.891 -0.849
N -0.733 -1.309 0.331
O 0.139 -0.720 1.274
C -0.133 0.648 1.407
S 0.394 1.595 -0.095
C 0.580 0.116 -1.142
H -1.109 -1.317 -1.652
H 0.472 1.006 2.266
H -1.210 0.821 1.594
H 0.517 0.422 -2.164
H 1.566 -0.371 -0.969

Results
SMILES string	C1=NOCSC1

<b>
C3H5NOS in the gas phase, computed with ωB97M-V/def2-TZVPD.

CARTESIAN COORDINATES (ANGSTROEM)
C -1.237 -1.019 0.677
C 0.200 -0.533 0.447
S 1.583 -1.262 0.846
C 0.176 0.686 -0.545
N 1.336 1.281 -0.819
O -0.873 1.098 -0.949
H -1.753 -1.111 -0.244
H -1.344 -1.973 1.215
H -1.621 -0.204 1.262
H 2.212 0.937 -0.432
H 1.321 2.100 -1.457

Results
SMILES string	CC(=S)C(N)=O

Which structure is the most stable? The one labeled <b>.